P:
Density functional theory data (the ωB97M-V functional and the def2-TZVPD basis) for C9H12 as an isolated structure.

Last column: Mulliken charge in e.
Element x y z (Å)
C: 0.7859 0.4450 -0.5250  0.64
C: 2.2221 0.2227 -0.9289  -1.58
C: -1.3576 0.8383 2.2239  -1.23
C: 0.2234 -0.2992 0.5921  0.40
C: -1.1987 0.0306 0.9601  0.25
C: 0.7656 -1.4141 1.1070  -1.01
C: -2.1434 -0.2809 0.0981  -1.09
C: -0.2907 -0.0788 -1.9795  -0.51
C: -0.1841 -0.1936 -3.1729  -0.04
H: 0.5186 1.5014 -0.4727  0.36
H: 2.8852 0.5686 -0.1280  0.39
H: 2.4508 0.7982 -1.8260  0.43
H: 2.4225 -0.8271 -1.1323  0.36
H: -0.8337 1.7934 2.1444  0.28
H: -2.4080 1.0340 2.4290  0.39
H: -0.9163 0.3005 3.0667  0.32
H: 1.7549 -1.7599 0.8455  0.27
H: 0.2253 -2.0118 1.8259  0.35
H: -3.2048 -0.1355 0.2460  0.36
H: -1.5257 -0.2813 -1.1443  0.24
H: -0.1912 -0.2506 -4.2292  0.43

Results
Orbital gap (eV): 8.77
LUMO energy (eV): 0.2

=====

Q:
Density functional theory data (the ωB97M-V functional and the def2-TZVPD basis) for C9H12 in the gas phase.

Last column: Mulliken charge in e.
Element x y z (Å)
C: -2.4671 -1.6117 1.6825  -1.35
C: -0.1132 -1.1848 1.3247  -0.65
C: -1.6804 -0.2623 -0.2461  -0.44
C: -1.4217 -1.0239 1.0042  0.95
C: 0.9521 -0.4644 0.7131  -0.79
C: -0.6690 0.3924 -0.8994  -1.02
C: 1.6943 0.1908 -1.6143  -1.62
C: 1.0412 1.8782 0.0238  -1.50
C: 0.7695 0.4991 -0.4556  2.17
H: -3.3079 -1.6509 1.1717  0.34
H: -2.5326 -2.1726 2.5697  0.36
H: 0.1149 -2.0128 1.9492  0.38
H: -2.7023 -0.1678 -0.6719  0.28
H: 1.9779 -0.6398 0.9231  0.40
H: -0.8843 0.7833 -1.9158  0.29
H: 1.3302 -0.6421 -2.1940  0.40
H: 1.6135 1.1026 -2.3641  0.33
H: 2.7550 0.1298 -1.2298  0.38
H: 1.0915 2.6550 -0.8558  0.32
H: 0.3712 2.2778 0.7335  0.38
H: 2.0673 1.9242 0.3515  0.40

Results
Orbital gap (eV): 8.39
LUMO energy (eV): 0.4

=====

R:
Density functional theory data (the ωB97M-V functional and the def2-TZVPD basis) for C9H12 in the gas phase.

Last column: Mulliken charge in e.
Element x y z (Å)
C: 2.8190 0.3610 0.5783  -0.58
C: 2.3438 -0.8554 0.1522  -0.55
C: -0.7451 2.4951 0.2909  -1.42
C: -0.9284 -0.5735 1.6439  -1.82
C: 1.8688 1.6538 0.6145  -0.86
C: 0.9077 -0.9838 -0.0614  0.21
C: 0.1900 0.1765 -0.6971  -1.07
C: 0.3473 1.3450 0.3029  1.03
C: 0.1615 -0.0696 0.7689  0.43
H: 3.8560 0.3647 0.8795  0.39
H: 3.0038 -1.7025 0.0724  0.40
H: -0.5547 3.1709 -0.5434  0.35
H: -0.6643 3.0534 1.2143  0.36
H: -1.7658 2.0837 0.2015  0.35
H: -1.2034 0.1979 2.4122  0.34
H: -0.5412 -1.4379 2.1493  0.47
H: -1.7958 -0.7849 1.0954  0.35
H: 2.3175 2.2975 -0.1341  0.38
H: 1.8699 2.1109 1.5867  0.38
H: 0.4418 -1.9583 -0.1600  0.48
H: -0.8158 0.1682 -1.2541  0.35

Results
Orbital gap (eV): 9.22
LUMO energy (eV): 1.0

=====

According to the calculations, the structures order from most to least stable as Q, R, P.

=====

P:
Density functional theory data (the ωB97M-V functional and the def2-TZVPD basis) for C2H4N2O2S in the gas phase.

Last column: Mulliken charge in e.
Element x y z (Å)
C: 1.2764 -1.0436 -0.3747  -0.62
C: 0.2267 -1.4699 0.2755  -0.12
N: -0.5910 2.3536 -1.2966  -0.47
N: -0.5284 2.3832 -0.0823  0.46
O: -1.9295 -0.8604 1.8478  -0.50
O: -0.6793 1.6084 0.8811  -0.39
S: -0.5691 -0.3282 1.4709  0.58
H: 1.8180 -1.6561 -1.0433  0.25
H: 1.5643 -0.0525 -0.3732  0.29
H: -0.2396 -2.4749 0.4951  0.31
H: -0.3486 1.5403 -1.8004  0.22

Results
Orbital gap (spin up / spin down) (eV): 7.08 / 7.50
LUMO energy (spin up / spin down) (eV): -1.3 / -1.2

=====

Q:
Density functional theory data (the ωB97M-V functional and the def2-TZVPD basis) for C2H4N2O2S in the gas phase.

Last column: Mulliken charge in e.
Element x y z (Å)
C: -0.1554 -0.2631 -0.2278  0.58
C: -0.0119 0.9140 1.7686  -0.08
H: 0.3349 -1.3734 -1.8641  0.42
H: -0.5005 1.1362 -1.7101  0.29
H: 0.5111 -1.5981 0.9247  0.28
H: 0.9351 0.4531 1.6144  0.29
N: -0.5823 0.1246 -1.5387  -0.24
N: 0.3277 -1.4447 -0.0571  -0.61
O: 0.3218 -0.5399 -2.5325  -0.44
O: -0.7567 0.6633 0.6514  -0.26
S: -0.4239 1.9279 2.9712  -0.22

Results
Orbital gap (eV): 9.17
LUMO energy (eV): -0.6

=====

According to the calculations, the structures order from most to least stable as Q, P.

=====

P:
Density functional theory data (the ωB97M-V functional and the def2-TZVPD basis) for a 2-piece molecular cluster, C3H9NO2S overall.

Last column: Mulliken charge in e.
Element x y z (Å)
O: 1.8025 -1.6565 2.0637  -0.71
C: 0.6950 -1.1445 1.7284  -0.46
C: 0.2803 -1.0472 0.2557  0.20
C: 1.0201 0.1554 -0.3784  -0.63
S: 0.9593 0.1689 -2.1848  -0.31
N: -1.1600 -1.0738 0.0988  -0.61
H: -0.1209 -0.8010 2.3970  0.22
H: 0.7109 -1.9626 -0.1691  0.16
H: 0.6887 1.0995 0.0288  0.31
H: 2.0635 -0.0036 -0.1175  0.31
H: -0.2853 -0.3130 -2.3123  0.05
H: -1.4747 -0.7026 -0.7841  0.27
H: -1.6122 -0.5501 0.8355  0.24
H: -1.6209 3.1152 -0.0767  0.29
H: -0.7701 2.4287 -1.1121  0.30
O: -1.1762 2.2872 -0.2729  -0.63

Results
Orbital gap (spin up / spin down) (eV): 2.70 / 6.34
Total charge: -1
2S+1: 2
LUMO energy (spin up / spin down) (eV): 3.0 / 2.9

=====

Q:
Density functional theory data (the ωB97M-V functional and the def2-TZVPD basis) for a 2-piece molecular cluster, C3H9NO2S overall.

Last column: Mulliken charge in e.
Element x y z (Å)
O: 1.4790 -1.5345 2.3345  -0.47
C: 0.6099 -0.8319 1.9033  -0.27
C: 0.0529 -0.8132 0.4765  0.38
C: 0.6167 0.3091 -0.3202  -0.60
S: 0.5754 0.1571 -2.0920  -0.39
N: -1.4318 -0.8751 0.6813  -0.87
H: 0.0517 0.0256 2.5149  0.27
H: 0.4378 -1.8310 0.0867  0.28
H: 0.0895 1.2167 -0.0138  -0.23
H: 1.7119 0.4980 -0.0740  0.42
H: -0.5790 0.6482 -2.5072  0.19
H: -1.8776 -1.5217 0.0734  0.29
H: -1.8508 0.0191 0.4844  0.32
H: -1.5270 2.9508 0.4868  0.50
H: -1.6084 3.1282 -0.9193  0.29
O: -1.6926 2.3464 -0.3077  -1.10

Results
Orbital gap (spin up / spin down) (eV): 2.76 / 9.20
Total charge: -1
2S+1: 2
LUMO energy (spin up / spin down) (eV): 3.2 / 3.3

=====

According to the calculations, the structures order from most to least stable as P, Q.

=====

P:
Density functional theory data (the ωB97M-V functional and the def2-TZVPD basis) for a 4-piece molecular cluster, C3H14N2O2S overall.

Last column: Mulliken charge in e.
Element x y z (Å)
C: -0.8915 0.1676 0.5859  -0.30
C: -2.3901 -0.0177 0.9455  -0.66
S: -3.2738 -0.4851 -0.5510  -0.25
N: -0.0741 1.0525 1.4201  -0.48
C: 1.3878 0.8290 1.2371  -0.40
N: 1.8010 0.9637 -0.2187  -0.57
H: -0.9424 0.6886 -0.3304  0.21
H: -0.4351 -0.8511 0.4994  0.27
H: -2.4504 -0.7606 1.7853  0.35
H: -2.7100 1.0420 1.1769  0.36
H: -2.5554 -2.3527 -0.3206  0.14
H: -0.2119 0.6954 2.3929  0.25
H: 1.6772 -0.1638 1.6198  0.35
H: 1.9308 1.6268 1.9071  0.28
H: 1.6165 1.8418 -0.5876  0.24
H: 1.4624 0.2362 -0.7732  0.26
H: -0.5494 0.4492 -3.5094  0.28
H: -1.4420 0.2512 -2.2268  0.29
O: -0.5452 0.5139 -2.5254  -0.59
H: 3.0685 -1.2966 -0.4601  0.29
H: 2.9748 -2.6332 -1.0778  0.29
O: 2.5523 -1.7970 -0.9892  -0.60

Results
Orbital gap (eV): 7.92
LUMO energy (eV): -1.1

=====

Q:
Density functional theory data (the ωB97M-V functional and the def2-TZVPD basis) for a 3-piece molecular cluster, C3H14N2O2S overall.

Last column: Mulliken charge in e.
Element x y z (Å)
N: -1.6566 -0.1423 -0.3946  -0.59
C: -0.3166 -0.6383 -0.2126  0.05
C: 0.1322 -1.7652 -1.2450  -0.73
S: -1.0212 -3.1593 -1.0087  -0.25
C: 0.6003 0.6310 -0.3641  -0.80
N: 1.0245 1.3511 0.8607  -0.53
H: -1.7853 0.5699 -1.0910  0.21
H: -2.0295 -2.4171 -0.5818  0.11
H: -2.3693 -0.3898 0.2627  0.29
H: -0.2941 -1.0619 0.8065  0.34
H: 1.1564 -2.1194 -1.2216  0.40
H: -0.0260 -1.3010 -2.2201  0.34
H: 1.3950 0.3641 -1.0613  0.42
H: 0.0350 1.4435 -0.8238  0.30
H: 0.8049 0.8994 1.7424  0.24
H: 2.0279 1.5156 0.8211  0.25
H: -0.9434 2.3249 1.6276  0.32
H: -2.0295 1.7017 0.7638  0.34
O: -1.7518 2.5504 1.1284  -0.69
H: 3.2222 3.8514 1.4053  0.33
H: 3.6822 2.9413 2.4302  0.32
O: 3.7595 3.0522 1.4600  -0.67

Results
Orbital gap (eV): 9.46
LUMO energy (eV): 0.6

=====

According to the calculations, the structures order from most to least stable as Q, P.